112
Properties=species:S:1:pos:R:3:forces:R:3:lowdin_charge:R:1 method="wB97M-V/def2-TZVPD" orbital_gap_ev=7.0 e_lumo_ha=-0.154 total_charge=+1 e_homo_ha=-0.413
C 3.314714 2.929352 -0.476584 -0.07 0.39 -0.11 -0.054
C 2.214825 2.642228 -1.461830 0.11 0.09 0.14 -0.428
N 1.132575 3.293231 -1.411915 0.13 0.03 -0.31 0.145
C 2.505179 1.525804 -2.469096 -0.10 -0.38 0.20 -0.043
C 1.302710 0.655709 -2.724766 -0.14 -0.10 -0.18 -0.079
C 0.827025 -0.207297 -1.728846 -0.05 0.19 -0.14 -0.037
C 1.509766 -0.249247 -0.391868 0.40 -0.23 -0.12 -0.108
C 2.772539 -1.144691 -0.380495 -0.25 0.15 0.09 -0.161
C 3.690985 -0.737113 0.774297 0.21 0.02 -0.31 -0.172
C 4.550729 -1.866405 1.373882 -0.63 0.13 0.05 -0.157
N 3.974497 -3.235915 1.226648 1.24 -0.16 0.55 -0.108
C 3.601049 -3.794054 2.535530 -0.24 0.27 -0.02 -0.093
C 4.913018 -4.071442 0.579320 -0.40 0.24 -0.30 -0.512
C 5.319876 -3.652466 -0.816329 0.33 0.31 0.23 0.012
O 5.335461 -5.085261 1.070112 -0.09 -0.41 0.09 0.096
C -0.294528 -0.998868 -1.991290 0.06 0.10 -0.31 0.051
C -0.839340 -1.916210 -0.931320 0.09 0.11 0.48 -0.412
O -1.972371 -1.877436 -0.576938 -0.36 -0.16 -0.08 0.203
O 0.107296 -2.733869 -0.406121 -0.05 -0.10 -0.90 -0.060
C -0.288087 -4.067174 -0.122462 0.07 -0.27 0.77 -0.686
Cl 0.505229 -4.519717 1.407300 -0.02 0.12 -0.12 0.753
C 0.151097 -5.037444 -1.225286 0.09 0.12 -0.19 -0.706
C 1.325644 -4.557973 -2.054333 0.20 -0.16 0.08 -0.100
Cl -1.270818 -5.347114 -2.283965 0.02 0.13 -0.05 0.658
C -0.961195 -0.943901 -3.225095 0.20 0.19 0.04 -0.077
C -2.190419 -1.730509 -3.619734 0.28 0.29 -0.13 -0.116
C -3.435450 -0.834571 -3.794132 -0.23 -0.33 0.11 -0.161
C -4.287781 -0.659014 -2.527484 0.20 0.11 -0.03 -0.176
C -3.976918 0.617192 -1.742677 0.06 0.10 0.14 -0.209
N -5.189672 1.189411 -1.135559 0.38 -0.50 0.11 0.029
C -5.834439 0.302696 -0.227274 -0.05 0.35 0.07 -0.514
C -7.249840 0.673104 0.109524 -0.06 0.26 -0.07 -0.020
O -5.282994 -0.676114 0.206609 0.01 -0.42 -0.17 0.094
C -0.436794 -0.083238 -4.172096 -0.09 -0.34 0.38 0.075
N 0.645890 0.688276 -3.924302 -0.01 -0.06 0.26 0.128
C 1.133428 1.540462 -5.044303 -0.14 -0.02 -0.14 -0.409
F 1.268020 2.799140 -4.605292 -0.03 -0.07 0.00 0.161
F 0.191935 1.541942 -5.986513 0.13 0.11 0.02 0.162
C 2.489447 1.033777 -5.658556 -0.07 -0.02 -0.12 -0.272
F 2.845310 -0.117695 -5.045928 0.06 0.04 -0.04 0.108
F 2.306504 0.789452 -6.961593 0.00 -0.03 0.12 0.129
H 3.316309 3.998579 -0.266907 0.04 -0.04 0.03 0.094
H 4.293014 2.633395 -0.852823 0.02 -0.05 0.02 0.063
H 3.115287 2.429114 0.473394 0.08 -0.13 -0.07 0.045
H 0.492133 3.018205 -2.157060 -0.17 -0.03 0.12 0.059
H 3.283972 0.887413 -2.050147 -0.02 -0.03 -0.02 0.122
H 2.924436 1.954108 -3.372224 0.05 0.10 0.04 0.111
H 1.785933 0.758988 -0.090818 -0.18 0.02 0.07 0.071
H 0.823700 -0.642065 0.357250 0.02 0.28 0.09 0.128
H 3.296794 -1.064611 -1.336947 0.03 -0.09 -0.03 0.105
H 2.453636 -2.179446 -0.270790 0.09 0.00 -0.03 0.090
H 4.385294 0.018216 0.397559 -0.08 0.12 0.15 0.038
H 3.107200 -0.243569 1.554574 -0.05 -0.20 0.01 0.048
H 5.565841 -1.822164 0.976919 -0.06 -0.08 -0.17 0.100
H 4.653394 -1.675476 2.443727 0.07 -0.01 -0.01 0.120
H 2.853790 -3.136878 2.982092 -0.04 -0.05 -0.03 0.077
H 3.181877 -4.787678 2.409396 0.03 0.00 0.00 0.062
H 4.455667 -3.859790 3.212422 0.05 -0.05 -0.04 0.097
H 4.997779 -2.644706 -1.067473 -0.13 -0.07 -0.11 0.059
H 4.920061 -4.370483 -1.529834 -0.03 -0.02 -0.01 0.086
H 6.408945 -3.683988 -0.871635 -0.04 -0.11 -0.10 0.093
H -1.356365 -4.111894 0.063378 -0.03 0.04 -0.08 0.101
H 0.408955 -5.985000 -0.761522 -0.23 -0.06 -0.01 0.092
H 1.174627 -3.555206 -2.450949 -0.02 -0.02 0.00 0.071
H 2.224059 -4.569539 -1.431407 -0.02 0.17 0.01 0.081
H 1.495487 -5.239396 -2.886003 -0.05 -0.03 0.03 0.085
H -2.375902 -2.527224 -2.905623 -0.09 -0.04 -0.02 0.092
H -1.959426 -2.199845 -4.579625 0.00 -0.05 0.04 0.129
H -4.054872 -1.299541 -4.562319 0.03 -0.01 0.00 0.116
H -3.138193 0.139910 -4.191228 -0.02 0.02 -0.07 0.103
H -4.147072 -1.522316 -1.880289 -0.13 -0.02 0.02 0.097
H -5.341473 -0.641947 -2.811333 0.01 0.09 -0.03 0.122
H -3.212040 0.422100 -0.984177 0.06 -0.08 -0.03 0.106
H -3.587337 1.370967 -2.431299 -0.05 0.09 0.04 0.111
H -4.953317 2.045478 -0.643432 -0.40 0.24 -0.23 0.133
H -7.771160 -0.177178 0.539183 0.09 0.02 0.16 0.084
H -7.778524 1.020995 -0.776702 0.05 -0.01 -0.02 0.068
H -7.252085 1.508301 0.814940 -0.06 -0.07 0.07 0.068
H -0.894415 -0.016834 -5.145399 0.11 0.10 -0.01 0.159
H 3.272705 1.783770 -5.540871 0.01 0.00 0.07 0.174
Br 1.514705 0.290975 3.840591 -0.02 0.02 0.01 0.644
C 1.513431 2.214414 4.159818 -0.02 -0.02 0.08 -0.667
C 0.316432 2.884027 3.539572 0.16 -0.09 -0.09 -0.713
Br 0.498947 2.995303 1.606096 -0.17 0.08 0.07 0.710
H 2.450489 2.589651 3.761261 0.01 0.03 0.02 0.052
H 1.502306 2.336293 5.240460 -0.03 -0.03 0.00 0.059
H 0.222268 3.907286 3.895255 0.01 0.00 0.01 0.040
H -0.606109 2.350495 3.732923 -0.02 -0.01 0.05 0.003
Br -0.808159 5.099978 7.030080 -0.02 0.02 -0.03 0.610
C -2.715015 4.722214 7.120839 0.12 -0.01 0.06 -0.689
C -3.066981 3.488676 6.334933 -0.05 -0.01 -0.09 -0.680
Br -3.028113 3.830191 4.420156 -0.07 -0.01 -0.01 0.647
H -3.225823 5.606259 6.754302 -0.02 0.00 0.00 0.052
H -2.939985 4.578587 8.174846 0.01 -0.02 0.00 0.062
H -4.078702 3.159365 6.558540 -0.02 0.05 0.01 0.061
H -2.370974 2.677035 6.520670 -0.01 -0.02 0.03 0.050
Br 6.891502 1.258839 0.553652 0.04 0.05 -0.01 0.645
C 8.550687 0.831408 1.483370 -0.02 -0.05 -0.08 -0.670
C 8.306567 -0.083746 2.653195 0.00 0.06 0.13 -0.698
Br 7.479294 0.844998 4.144350 -0.05 -0.03 -0.05 0.619
H 8.985650 1.780179 1.778553 0.01 0.00 0.03 0.053
H 9.187938 0.348675 0.746459 -0.02 -0.02 -0.01 0.061
H 9.250125 -0.474465 3.026579 0.02 0.02 -0.01 0.064
H 7.648412 -0.908519 2.398871 0.03 -0.03 -0.03 0.036
Br -9.746415 1.757523 3.121365 0.00 0.05 -0.01 0.609
C -11.300239 2.529986 2.242769 0.04 -0.09 0.07 -0.694
C -11.262049 2.316686 0.753420 0.01 0.09 -0.08 -0.692
Br -9.974558 3.489616 -0.111769 0.01 -0.04 -0.01 0.612
H -11.317342 3.581851 2.507586 -0.02 0.01 -0.01 0.050
H -12.163301 2.029236 2.674815 0.00 -0.02 -0.02 0.060
H -12.224942 2.556049 0.308598 -0.01 0.02 0.03 0.059
H -10.982821 1.301092 0.492591 -0.02 -0.02 0.01 0.048

=====

105
Properties=species:S:1:pos:R:3:forces:R:3:lowdin_charge:R:1 method="wB97M-V/def2-TZVPD" smiles="CCCNN1c2c(F)c(OCCOCC)c(/C(Cl)=C(/C)Cl)c(CCN)c2Sc2c(CCCBr)cc(CC)c([PH2]=O)c21.CC(C)O.CC(C)O" orbital_gap_ev=7.9 e_lumo_ha=-0.010 total_charge=0 e_homo_ha=-0.300
C 4.500448 1.690264 3.916165 0.22 0.21 0.29 -0.144
C 4.312274 1.801596 2.312940 -0.74 -0.40 0.78 -0.222
C 2.921962 1.046578 1.946362 0.88 0.75 1.03 -0.240
N 2.864560 0.582472 0.525790 0.95 1.04 1.67 -0.039
N 1.520529 0.183099 0.275475 -1.47 -1.09 -1.83 -0.158
C 1.000124 0.789799 -0.962754 -1.61 1.58 -2.22 -0.091
C -0.049569 1.915430 -0.863477 1.79 -1.71 -2.82 -0.001
F -0.504059 2.351007 0.399977 1.04 -0.92 -3.28 0.029
C -0.564975 2.523203 -2.223286 1.35 -0.68 0.68 -0.104
O -1.580526 3.542205 -2.076777 0.80 -3.43 -0.84 -0.102
C -2.829519 2.755670 -1.974677 -0.99 -0.91 0.75 -0.131
C -3.434715 2.769832 -0.462534 -0.12 -0.64 -0.98 -0.180
O -3.108540 3.993831 0.224837 -0.51 -1.91 0.43 -0.171
C -2.975832 3.803939 1.653127 0.67 0.99 1.58 -0.266
C -4.044988 4.613244 2.538255 0.37 -1.02 0.18 -0.097
C -0.063816 2.044633 -3.599800 1.17 -1.32 1.68 -0.085
C -0.610644 2.618461 -4.971642 0.76 1.96 0.86 -0.550
Cl -1.689523 1.461934 -5.936439 1.24 1.30 1.21 0.594
C -0.382041 3.912048 -5.491585 -1.49 -2.87 -0.20 -0.620
C -1.067212 4.246480 -6.923633 0.66 -0.29 0.72 -0.137
Cl 0.621685 5.114271 -4.576745 -1.26 -1.49 -1.24 0.604
C 1.018771 0.900018 -3.703575 -0.94 0.41 3.12 -0.117
C 1.607760 0.343009 -5.071275 0.34 0.79 0.12 -0.162
C 2.950626 1.166918 -5.517712 -0.31 0.04 -0.32 -0.255
N 4.218046 0.412101 -5.249677 -0.75 1.05 0.82 -0.040
C 1.518329 0.298396 -2.371875 -2.28 2.05 0.57 -0.303
S 2.754998 -1.103047 -2.270615 -1.93 0.10 0.89 0.895
C 1.991604 -2.141794 -0.913792 -1.82 -0.33 2.82 -0.308
C 1.909751 -3.687797 -0.960034 -1.32 1.33 1.86 -0.172
C 2.518708 -4.431353 -2.242280 -0.40 1.16 0.22 -0.200
C 4.117666 -4.535222 -2.104482 -1.34 -0.18 0.87 -0.256
C 4.414224 -5.417203 -0.773088 0.43 -0.47 -1.37 -0.579
Br 5.328337 -4.284110 0.579210 -0.50 -0.64 -0.44 0.563
C 1.215416 -4.426908 0.206263 0.27 4.42 -0.13 0.026
C 0.610223 -3.590956 1.395537 1.34 0.25 -1.56 -0.147
C -0.134425 -4.487803 2.522487 -0.77 1.25 -1.44 -0.206
C -1.634251 -4.726334 1.928882 0.65 -0.15 -0.94 -0.112
C 0.684259 -2.033534 1.463650 1.87 -2.12 -2.68 -0.158
P -0.096155 -1.049809 2.900271 -3.65 1.53 -2.35 0.761
O -1.499896 -0.477800 2.526070 3.14 -1.43 0.78 -0.518
C 1.400939 -1.295589 0.276666 -0.05 -3.78 -0.27 -0.129
H 3.950279 2.531406 4.478775 0.76 -1.23 -1.00 0.076
H 5.608515 1.775203 4.207908 -1.64 -0.14 -0.45 0.072
H 4.093704 0.702291 4.348928 0.72 1.41 -0.85 0.071
H 5.216475 1.343145 1.770443 -1.48 0.68 0.75 0.111
H 4.198088 2.917942 2.069695 0.38 -1.69 0.06 0.106
H 2.088010 1.794713 2.224573 0.92 -1.20 -0.59 0.124
H 2.818894 0.142509 2.645372 0.21 1.17 -1.19 0.087
H 3.117611 1.395057 -0.053590 -0.44 -0.61 0.01 0.124
H -3.604212 3.057572 -2.758183 1.27 0.16 1.08 0.129
H -2.590939 1.643101 -2.185295 -0.48 1.79 0.21 0.135
H -3.026451 1.823993 0.053473 -0.44 1.64 -0.44 0.122
H -4.577823 2.613457 -0.563115 1.62 0.35 0.19 0.134
H -1.935326 4.213075 1.947253 -1.49 -0.64 -0.59 0.122
H -2.997770 2.714819 1.998422 0.01 1.31 -0.85 0.121
H -4.228981 5.677228 2.173712 0.21 -1.59 0.47 0.074
H -5.001255 3.980395 2.605827 1.14 1.24 -0.24 0.076
H -3.608583 4.653071 3.607679 -0.73 0.09 -1.71 0.077
H -0.753682 3.408483 -7.654568 -0.30 1.53 1.13 0.072
H -0.709047 5.267566 -7.276177 -0.65 -1.42 0.39 0.073
H -2.217489 4.161572 -6.860249 1.91 0.43 0.13 0.083
H 1.935745 -0.739035 -4.895244 -0.69 1.44 -0.28 0.082
H 0.875910 0.399734 -5.951952 0.78 -0.13 1.63 0.083
H 2.951930 1.394054 -6.651340 -0.42 -0.31 1.81 0.111
H 2.966041 2.167717 -4.940133 0.08 -1.57 -1.06 0.123
H 4.536089 0.727017 -4.317689 -0.04 -0.87 -0.72 0.058
H 4.065946 -0.603884 -5.271497 0.10 0.72 0.24 0.053
H 2.270929 -3.747270 -3.143210 0.37 -1.17 1.36 0.098
H 2.001393 -5.440915 -2.421725 0.89 1.41 0.46 0.117
H 4.524035 -5.026475 -3.051632 -0.30 0.75 1.42 0.113
H 4.500131 -3.457379 -1.953083 -0.33 -1.88 -0.42 0.077
H 5.124137 -6.272604 -1.035250 -0.89 1.28 0.55 0.064
H 3.477807 -5.872919 -0.312845 1.28 0.91 -0.55 0.050
H 1.109509 -5.564035 0.191163 0.10 1.81 0.12 0.099
H 0.417181 -5.481829 2.646232 -0.82 1.53 -0.05 0.107
H -0.228650 -3.884095 3.486400 0.39 -1.15 -1.20 0.066
H -2.184625 -3.726745 1.747315 0.88 -1.57 0.67 0.087
H -2.240884 -5.470549 2.544379 0.79 1.18 -0.71 0.075
H -1.490374 -5.176973 0.873230 -0.32 0.55 1.73 0.065
H 0.770436 0.040671 3.221371 0.03 -0.91 -0.01 -0.007
H -0.260100 -1.849281 4.075291 0.80 0.06 -0.56 0.006
C -2.031919 -9.188178 -0.335734 -0.29 0.11 -0.04 -0.061
C -0.830524 -8.257283 -0.377360 0.09 -0.68 0.17 -0.504
C 0.378950 -8.941387 -0.995500 0.18 0.15 -0.17 -0.062
O -0.511242 -7.835434 0.947617 0.08 0.34 0.08 -0.075
H -1.819703 -10.072457 0.273967 0.11 0.01 -0.11 0.082
H -2.889755 -8.687448 0.120949 0.08 0.01 -0.10 0.082
H -2.312258 -9.516084 -1.339997 0.01 -0.02 0.08 0.082
H -1.079739 -7.360986 -0.952584 0.05 0.06 0.22 0.136
H 0.674594 -9.817091 -0.408715 -0.14 -0.01 -0.04 0.084
H 1.238223 -8.264727 -1.008573 -0.09 -0.01 -0.05 0.067
H 0.170752 -9.262001 -2.019486 0.04 -0.01 0.07 0.083
H -0.289066 -8.620894 1.465469 -0.05 0.12 -0.12 0.093
C -5.118543 9.067877 5.038477 -0.30 0.03 -0.11 -0.067
C -4.515357 7.715283 5.383762 0.46 0.56 0.02 -0.497
C -3.643826 7.799041 6.627119 0.01 -0.23 0.22 -0.067
O -3.732293 7.251195 4.286168 -0.07 -0.16 -0.05 -0.073
H -4.334608 9.803029 4.829349 0.03 -0.06 0.14 0.081
H -5.732818 8.995321 4.136989 0.01 -0.05 0.11 0.080
H -5.739820 9.443442 5.855770 0.05 0.02 -0.06 0.079
H -5.314690 6.986424 5.543662 0.14 -0.06 -0.18 0.141
H -2.808927 8.490381 6.472871 -0.13 0.08 -0.03 0.080
H -3.207946 6.823061 6.856851 -0.11 0.06 -0.01 0.080
H -4.220921 8.136742 7.491936 0.07 0.00 -0.03 0.079
H -3.021723 7.889191 4.136116 -0.14 -0.09 0.05 0.093